1.
CH5BrO3Si | ωB97M-V with the def2-TZVPD basis set

molecular weight: 173.04 g mol⁻¹
HOMO: -9.2 eV
DFT total energy: -85184.0100 eV
LUMO level: 0.351 eV
orbital gap: 9.51 eV

The geometry in XYZ format:
```
11
Properties=species:S:1:pos:R:3:forces:R:3
O -0.55326 -1.57947 -1.00057 -0.58 0.50 -0.18
Si -0.60774 -0.32671 0.05445 3.91 0.76 -1.17
O -0.44427 -0.97799 1.51977 0.92 1.24 2.88
O -1.89886 0.55755 -0.25078 -1.19 0.53 -0.08
C 1.09224 1.03593 -0.11081 -3.54 -2.90 5.43
Br 2.71639 0.05644 -0.05487 0.47 -0.10 0.05
H 0.20302 -2.08984 -1.28391 0.22 0.14 0.29
H 0.01884 -0.47208 2.28501 -1.36 -1.32 -2.28
H -2.41571 0.55888 -1.06623 0.35 -0.20 0.34
H 0.98655 1.56257 -0.94646 -0.08 2.32 -3.35
H 0.90278 1.67470 0.85442 0.86 -0.97 -1.93
```
Forces are in eV/Å.

2.
C30H22BiN5O2S | ωB97M-V with the def2-TZVPD basis set

molecular weight: 725.59 g mol⁻¹
HOMO: -7.3 eV
DFT total energy: -59688.7024 eV
LUMO level: -0.041 eV
orbital gap: 7.27 eV

The geometry in XYZ format:
```
61
Properties=species:S:1:pos:R:3:forces:R:3
Bi 0.06167 -0.16240 -1.07186 -0.05 0.10 0.11
O 2.29502 -0.26505 -0.83871 0.01 -0.01 -0.07
C 3.12560 -1.19101 -1.24910 0.00 0.00 0.01
C 4.44176 -0.82216 -1.59716 0.00 0.01 0.01
C 5.37123 -1.75378 -1.99911 0.00 0.00 0.00
C 5.04445 -3.11028 -2.06788 -0.01 0.00 0.00
C 3.76951 -3.49435 -1.72311 0.00 0.00 0.00
C 2.79275 -2.56725 -1.32559 -0.01 0.00 0.00
C 1.49966 -3.11363 -0.97049 0.01 -0.01 0.02
N 0.40942 -2.46755 -0.77579 0.01 0.02 0.01
N -0.68054 -3.24057 -0.40147 -0.01 0.04 -0.01
C -1.79081 -2.55684 -0.40511 0.03 -0.04 0.01
O -1.92085 -1.31969 -0.74262 0.02 0.06 -0.08
C -3.02014 -3.28152 0.02640 0.00 0.00 0.01
C -4.13358 -2.55292 0.42966 -0.01 0.00 0.00
C -5.28489 -3.20471 0.84583 0.00 0.00 0.00
C -5.33353 -4.59119 0.85097 0.00 0.00 0.00
C -4.22431 -5.32260 0.44608 0.01 0.00 -0.01
C -3.07044 -4.67245 0.03928 0.00 0.00 0.01
H 4.69606 0.22862 -1.53659 -0.01 0.00 0.00
H 6.37024 -1.42719 -2.26198 0.00 0.00 0.00
H 5.77747 -3.84165 -2.37820 0.00 0.00 0.00
H 3.49422 -4.54282 -1.75596 0.00 0.00 0.00
H 1.43674 -4.19636 -0.86344 0.00 0.01 0.02
H -4.07828 -1.47224 0.43000 0.00 0.00 -0.01
H -6.14393 -2.63073 1.16948 0.00 0.00 0.00
H -6.23266 -5.10162 1.17179 0.00 0.00 0.00
H -4.25911 -6.40452 0.44864 0.00 0.00 0.00
H -2.19698 -5.22906 -0.27016 0.00 0.00 0.00
N -0.40228 4.75668 -0.59364 -0.01 0.03 0.05
C 0.93806 4.82138 -0.25288 -0.02 0.01 -0.03
C 1.76211 5.87006 0.14022 0.00 0.01 0.00
C 3.07666 5.54792 0.41529 0.00 0.00 0.00
C 3.55435 4.23110 0.30516 0.00 0.00 0.00
C 2.73203 3.19527 -0.08757 0.01 -0.01 0.00
C 1.40415 3.50832 -0.37184 -0.02 -0.03 -0.02
N 0.36828 2.67899 -0.77058 -0.04 -0.07 -0.03
C -0.67929 3.44949 -0.87307 0.01 -0.01 -0.07
C -2.00846 2.94905 -1.22467 0.00 -0.02 0.13
C -3.13410 3.66036 -1.50927 0.03 -0.03 -0.04
S -4.43126 2.58894 -1.81107 -0.01 0.01 0.02
C -3.39126 1.25899 -1.52724 0.06 0.01 -0.04
N -2.17285 1.58588 -1.23492 0.04 0.05 -0.02
H -1.06736 5.50758 -0.55394 0.01 0.00 0.02
H 1.39892 6.88524 0.23054 0.00 0.00 0.00
H 3.75663 6.32993 0.72652 0.00 0.00 0.00
H 4.59170 4.03024 0.53754 0.00 0.00 0.00
H 3.07669 2.17257 -0.17044 0.00 -0.02 -0.02
H -3.26193 4.72824 -1.57114 -0.01 0.00 0.00
H -3.71408 0.22877 -1.58946 -0.02 0.00 0.02
C -0.08962 0.55517 3.89668 0.00 0.00 0.01
C 1.10764 0.23967 3.27254 -0.01 0.01 0.00
C 1.15139 0.05398 1.89561 0.01 0.09 0.00
C -0.00341 0.18218 1.13233 0.00 -0.16 0.02
C -1.20422 0.48709 1.76658 -0.02 -0.01 0.00
C -1.24727 0.67883 3.14124 0.01 0.01 -0.01
H -0.12297 0.69670 4.96969 0.00 0.00 0.00
H 2.01294 0.13360 3.85759 0.00 0.00 0.00
H 2.09124 -0.18127 1.41269 -0.01 -0.03 0.00
H -2.12015 0.56105 1.19420 -0.01 -0.01 -0.03
H -2.18802 0.91549 3.62354 0.00 -0.01 0.00
```
Forces are in eV/Å.

3.
C4H13N2O | ωB97M-V with the def2-TZVPD basis set

molecular weight: 105.16 g mol⁻¹
HOMO: -12.7 eV
net charge: +1
DFT total energy: -9376.7711 eV
LUMO level: -6.959 eV
orbital gap: 5.74 eV

The geometry in XYZ format:
```
20
Properties=species:S:1:pos:R:3:forces:R:3
N 2.73636 -0.61638 -2.03973 -0.53 0.11 0.49
C -0.66306 0.25352 -0.52240 0.50 -0.35 -0.58
C 0.37159 0.31698 0.44686 0.84 0.58 0.78
C -0.13729 0.97429 1.80369 -0.38 -0.28 -0.08
O 1.02357 1.17561 2.52553 0.26 0.37 0.41
C -1.82668 -0.59222 -0.33707 -0.82 -0.37 0.54
N -2.12059 -1.40875 -1.49265 0.26 0.46 -0.11
H 2.73383 -1.59570 -2.20947 0.38 -0.17 -0.28
H 3.46685 0.00454 -2.31274 0.14 -0.16 -0.18
H 1.90511 -0.23642 -1.64692 0.04 0.20 -0.07
H -0.51857 0.74678 -1.49003 -0.30 0.06 0.17
H 0.76982 -0.67898 0.68258 -0.39 -0.20 0.22
H 1.25065 0.91274 0.23122 -0.04 0.17 -0.67
H -0.64749 1.90712 1.55827 -0.04 0.06 0.01
H -0.82433 0.31689 2.33474 -0.14 -0.15 -0.12
H 0.91204 1.93707 3.11619 0.13 -0.25 -0.16
H -2.71264 0.00537 -0.10093 -0.06 0.39 -0.03
H -1.71338 -1.21174 0.55665 0.11 -0.08 -0.08
H -1.34561 -1.99759 -1.76114 0.00 -0.06 -0.22
H -2.48034 -0.86200 -2.27010 0.05 -0.35 -0.04
```
Forces are in eV/Å.

Which formula does entry 2 have? C30H22BiN5O2S